Entry from the OMol25 dataset: a molecular structure, C30H48P2Yb at a distorted geometry (the ωB97M-V functional and the def2-TZVPD basis).

Cartesian coordinates (Å):
Yb 0.480370 0.071546 -0.128703
C 0.612191 2.090515 -1.375440
C -0.484333 2.318782 -0.500205
C 1.404692 2.043037 0.796807
C 1.787083 1.912119 -0.574413
C 0.002374 2.292217 0.832855
C 0.518325 1.868835 -2.842994
H -0.527125 1.765229 -3.164139
H 1.068454 0.963382 -3.158086
H 0.948270 2.709902 -3.414948
C 3.073311 1.374454 -1.072557
H 3.001146 1.080563 -2.127446
H 3.414556 0.500439 -0.488719
H 3.874334 2.125368 -1.003199
C 2.238187 1.776766 1.995436
H 2.940917 2.602489 2.183491
H 2.844018 0.861212 1.903075
H 1.612669 1.686095 2.893703
C -0.823280 2.460444 2.057852
H -0.714957 3.479395 2.470945
H -0.527748 1.762625 2.858771
H -1.891706 2.314553 1.848129
C -1.906347 2.507754 -0.879975
H -2.169197 3.576570 -0.914936
H -2.581827 2.039879 -0.150320
H -2.129451 2.085648 -1.866316
C -4.106726 -5.047367 -3.453988
C -4.622969 -3.986387 -4.088184
C -6.044412 -3.504045 -4.027480
C -6.831503 -3.849419 -2.742439
C -6.172437 -3.436783 -1.457859
C -5.280780 -4.128576 -0.734517
C -4.758524 -5.507226 -1.012811
C -4.803696 -5.962950 -2.488658
H -6.619362 -3.908411 -4.878682
H -7.089190 -4.912616 -2.747170
H -6.042835 -2.410898 -4.165826
H -5.842548 -6.153024 -2.777589
H -3.086689 -5.374301 -3.700001
H -4.016089 -3.466637 -4.840615
H -4.290760 -6.937051 -2.535755
H -3.720316 -5.562050 -0.649586
H -4.957818 -3.719210 0.230536
H -5.323361 -6.248194 -0.422154
H -7.785596 -3.303086 -2.800668
H -6.549100 -2.483132 -1.066811
P -1.285668 -1.633103 -1.640062
P -1.444083 -1.259240 1.579679
C -2.182645 -2.934519 -0.643882
C -1.847463 -2.924045 0.871756
H -1.921587 -3.910349 -1.089767
H -3.268727 -2.801447 -0.809522
H -2.708391 -3.291765 1.453157
H -0.986082 -3.584968 1.078331
C -0.706163 -1.635294 3.209597
H -0.603446 -0.699446 3.779794
H 0.291871 -2.073098 3.071242
H -1.347161 -2.330331 3.769245
C -3.115431 -0.696432 2.077555
H -3.650350 -1.535436 2.549670
H -3.667760 -0.348886 1.189638
H -3.019386 0.136296 2.794124
C -0.188641 -2.564614 -2.760037
H 0.367345 -1.836446 -3.368881
H -0.781503 -3.206566 -3.422744
H 0.527121 -3.169748 -2.190386
C -2.516789 -1.031727 -2.860626
H -3.211670 -0.325881 -2.377024
H -3.079349 -1.867751 -3.314255
H -1.963850 -0.490819 -3.647891
C 4.041349 -4.252405 0.961455
C 4.342240 -2.905883 1.235505
C 3.366143 -1.885603 1.007598
C 2.149300 -2.247281 0.506464
C 1.801279 -3.553203 0.239499
C 2.773920 -4.573877 0.464365
H 4.791744 -5.042861 1.130628
H 5.326456 -2.633996 1.625924
H 3.599020 -0.838798 1.242372
H 0.809169 -3.824307 -0.128569
H 2.503523 -5.611738 0.238107

Cartesian forces (eV/Å) of the 2 atoms listed first:
Yb 0.0 -4.4 0.9
C 0.1 0.5 0.6

## Properties
* LUMO energy (alpha / beta): -2.7 / -3.1 eV
* energy: -3013.03067 a.u.
* spin multiplicity: 2
* expectation value of S²: 0.751
* energy relative to the best compared isomer or geometry (same formula, charge and spin): 19.7 kcal per mole
* net charge: +1

Results of the Löwdin charge analysis, in e, for atoms 1 through 6:
1. Yb 1.50
2. C -0.33
3. C -0.32
4. C -0.33
5. C -0.35
6. C -0.32

Entry from the OMol25 dataset: a single C6H13N molecule at a distorted geometry (the ωB97M-V functional and the def2-TZVPD basis).

Cartesian coordinates (Å):
C 0.688395 -1.359553 1.561781
C -0.396366 -0.250886 1.285734
C -0.455998 0.273772 -0.122312
C -0.270732 1.588164 -0.249087
N 0.769292 2.204223 0.469408
C -0.851210 -0.539744 -1.333588
C 0.182327 -1.537147 -1.827901
H 1.477875 -1.310245 0.756304
H 1.198957 -1.377464 2.518818
H 0.287932 -2.349051 1.383828
H -1.353060 -0.470166 1.825006
H 0.025338 0.627742 1.864784
H -0.939667 2.294476 -0.801827
H 0.669774 3.076156 0.977794
H 1.292794 1.649386 1.093840
H -1.742033 -1.198371 -1.044064
H -1.233947 0.071235 -2.189668
H 0.256674 -2.385429 -1.125381
H 1.109516 -1.005623 -1.697711
H 0.186307 -2.099847 -2.735342

Cartesian forces (eV/Å) of the 2 atoms listed first:
C 0.1 -0.2 -1.9
C 2.7 0.2 2.0

## Properties
* LUMO energy: 1.0 eV
* energy: -291.07945 a.u.
* energy relative to the best compared isomer or geometry (same formula, charge and spin): 49.8 kcal per mole
* net charge: 0

Results of the Löwdin charge analysis, in e, for atoms 1 through 6:
1. C -0.11
2. C -0.20
3. C -0.30
4. C -0.16
5. N 0.04
6. C -0.23